# 1
{"formula": "C9H14N2OS", "method": "ωB97M-V/def2-TZVPD", "species": ["C", "C", "C", "C", "C", "C", "C", "C", "C", "H", "H", "H", "H", "H", "H", "H", "H", "H", "H", "H", "H", "H", "H", "N", "N", "O", "S"], "xyz": [[1.83449, -1.11753, 0.40266], [1.45052, -0.61165, -0.97688], [0.47648, 0.21200, -1.38971], [2.36144, -1.07845, -2.03467], [-0.53371, 0.97781, -0.45910], [0.03227, 1.27966, 1.04574], [-0.96337, 0.95665, 2.13991], [-2.05674, -0.76676, 0.62980], [-1.97523, 0.36962, -0.41666], [0.77772, -1.25777, 0.80998], [2.43771, -0.29834, 0.93919], [2.30698, -2.08693, 0.39223], [2.96522, 0.32828, -3.87420], [-0.76402, 1.93163, -0.86387], [0.05627, 2.43774, 1.24272], [1.04465, 0.92731, 1.16523], [-0.27726, 1.07118, 3.10904], [-1.87574, 1.73075, 2.17175], [-1.99766, -1.00919, 2.62930], [-3.26107, -0.89701, 0.82949], [-1.68293, -1.82201, 0.31346], [-2.70021, 1.10616, -0.13267], [-2.13413, -0.22294, -1.35105], [1.95131, -0.41745, -3.22645], [-1.39785, -0.50839, 1.94361], [3.35374, -1.77909, -1.92893], [0.57111, 0.54471, -3.10993]], "atomic_forces_ev_per_a": [[-2.5, 1.5, 0.5], [1.3, -1.3, 0.2], [-0.8, 1.2, 1.6], [0.5, 1.1, -0.4], [0.2, -0.7, 0.8], [-1.5, 3.0, -1.4], [-0.4, -1.5, 1.8], [-2.4, -1.5, 1.2], [2.2, -2.9, 0.4], [1.7, 0.2, 0.7], [-0.8, -1.7, -0.5], [0.4, 0.0, -0.3], [-3.9, -3.3, 2.6], [0.6, 1.0, -0.8], [0.5, -1.8, -1.1], [-0.3, -0.2, 0.3], [-2.1, -0.4, -1.6], [2.0, -1.6, 0.0], [1.0, 1.3, -0.1], [2.7, 0.1, -0.6], [-0.6, 1.9, -0.1], [-0.4, 0.4, -0.5], [-0.5, 1.3, 0.3], [4.3, 2.3, -3.5], [-0.2, 1.0, -0.2], [-0.9, 0.6, -0.3], [0.0, 0.0, 0.9]], "gap_ev": 8.225, "e_above_lowest_ev": 5.532, "homo_energy_ev": -8.366, "e_tot_ha": -934.12434}

***

# 2
{"formula": "C9H14N2PPb", "method": "ωB97M-V/def2-TZVPD", "species": ["C", "C", "C", "C", "C", "Pb", "P", "H", "H", "H", "H", "H", "H", "H", "H", "C", "C", "N", "C", "C", "N", "H", "H", "H", "H", "H", "H"], "xyz": [[0.24511, 0.66904, -2.32043], [-0.21554, 0.24754, -3.53416], [-0.74959, -1.05289, -3.75695], [-0.60670, -2.11649, -2.81914], [-0.17841, -1.92991, -1.53876], [-1.34593, -0.15514, -1.08979], [-0.16825, 3.08174, 0.11988], [0.88587, 1.54558, -2.10731], [-0.20898, 0.93017, -4.39997], [-1.23745, -1.25945, -4.70569], [0.17650, -2.68840, -0.81740], [-0.88254, -3.12632, -3.15563], [-1.08930, 3.80044, 0.94910], [0.06765, 4.23506, -0.69383], [0.94056, 3.37525, 0.96638], [-1.21975, 0.43341, 2.94128], [-0.03842, -0.23263, 2.35409], [0.27409, -0.36878, 1.07124], [1.48586, -1.04279, 1.01383], [1.90712, -1.33197, 2.28565], [0.92200, -0.80996, 3.11919], [-1.87006, -0.31631, 3.40706], [-0.89692, 1.14494, 3.70995], [-1.77076, 0.96656, 2.16021], [1.91004, -1.29396, 0.04851], [2.78194, -1.84573, 2.65018], [0.88185, -0.85899, 4.14255]], "atomic_forces_ev_per_a": [[0.6, 1.1, 0.7], [0.5, 0.4, -0.8], [-1.3, 0.0, -0.1], [0.3, -0.9, -0.5], [0.1, -0.6, 1.1], [-0.1, 0.3, 1.3], [-0.1, 0.4, 0.0], [-0.5, -0.1, -0.7], [0.5, -0.4, -0.2], [0.1, 0.0, 0.0], [-0.6, -0.3, -0.7], [0.5, 0.0, -0.5], [0.2, 0.0, 0.0], [0.0, -0.2, 0.2], [-0.1, 0.0, 0.0], [-0.2, 0.1, 0.0], [1.0, -0.5, -1.2], [0.0, 0.3, 1.0], [-0.5, 0.1, 0.5], [-0.5, 0.3, -0.4], [0.3, -0.2, 1.0], [-0.1, 0.2, -0.1], [-0.2, 0.0, -0.1], [0.1, -0.2, 0.2], [-0.1, 0.1, 0.2], [-0.1, 0.1, 0.1], [0.2, 0.0, -0.9]], "gap_ev": 3.943, "e_above_lowest_ev": 0.000, "homo_energy_ev": -1.194, "e_tot_ha": -994.86424, "charge": -1}

***

# 3
{"formula": "C9H14N3", "method": "ωB97M-V/def2-TZVPD", "species": ["C", "C", "C", "C", "C", "C", "C", "C", "C", "N", "N", "N", "H", "H", "H", "H", "H", "H", "H", "H", "H", "H", "H", "H", "H", "H"], "xyz": [[-2.95416, 0.88390, 0.07757], [-1.04737, -0.39497, 0.00049], [1.06256, 0.37063, 0.74729], [-1.66276, 0.84473, -0.41381], [-1.09168, 2.04021, -1.13218], [-1.27258, -3.03214, 0.33092], [3.46100, 1.00322, 0.09365], [-1.91254, -1.72052, -0.05139], [2.27293, -0.01574, -0.06682], [-3.96951, 0.95900, 0.62210], [0.14591, -0.58093, 0.41283], [0.85167, 1.37398, 1.48672], [-0.16129, 1.84852, -1.55857], [-1.38850, 2.82780, -0.48060], [-1.63542, 2.07995, -1.99742], [-0.30841, -3.32851, -0.29756], [-1.92133, -3.73045, 0.01330], [-0.92508, -3.03350, 1.33098], [4.43612, 0.68209, -0.21084], [3.77575, 1.20902, 1.18638], [3.29346, 1.87756, -0.36324], [-2.87371, -1.33030, 0.58682], [-2.40325, -1.94052, -0.97941], [2.67367, -0.97763, 0.14169], [2.01458, -0.00071, -1.07139], [1.53993, 2.08534, 1.59251]], "atomic_forces_ev_per_a": [[-1.5, 0.8, 0.2], [0.4, -2.2, -1.0], [1.2, 1.3, -0.6], [1.8, 0.2, 0.7], [-1.0, -2.9, 1.9], [4.3, 2.3, -1.0], [0.6, -2.7, 3.9], [-2.2, 2.2, 1.3], [3.0, 2.2, 1.7], [-0.1, 0.1, -0.1], [-1.1, -0.6, 0.7], [-2.0, -1.0, -0.3], [2.2, 0.2, 0.5], [0.5, 1.3, 0.2], [-2.3, 0.6, -2.4], [-1.8, 1.2, 1.0], [-2.4, -2.8, -0.2], [-0.1, -0.5, 1.1], [0.2, -0.9, -1.0], [-1.2, -0.2, -1.3], [-0.8, 3.4, -1.6], [2.2, -1.7, -0.9], [0.0, 0.8, -1.1], [-0.2, -1.0, 0.5], [-0.7, -0.2, -2.0], [1.1, 0.1, 0.0]], "gap_ev": [6.144, 6.143], "e_above_lowest_ev": 6.170, "homo_energy_ev": [-14.156, -14.155], "e_tot_ha": -515.14507, "charge": 1}

***

# 4
{"formula": "C9H14N3", "method": "ωB97M-V/def2-TZVPD", "species": ["C", "C", "C", "C", "C", "C", "C", "C", "C", "N", "N", "N", "H", "H", "H", "H", "H", "H", "H", "H", "H", "H", "H", "H", "H", "H"], "xyz": [[2.96562, -1.79140, -0.20154], [1.63731, -1.51458, -0.11020], [3.87000, -0.68511, -0.07585], [3.33961, 0.60576, -0.04561], [1.09414, -0.15851, -0.12871], [-0.17311, 0.21782, -0.23884], [0.13166, 2.15494, -0.19611], [-1.92612, -0.63794, 1.26022], [-2.41233, -0.25279, -1.20111], [1.52895, 2.14866, -0.00116], [2.00981, 0.87384, -0.04587], [-1.38753, -0.58178, -0.11540], [3.37355, -2.75542, -0.39147], [0.86701, -2.32474, -0.33080], [4.85414, -0.81252, 0.19238], [3.88970, 1.48327, -0.18604], [-0.13291, 2.39150, -1.18715], [-0.41748, 2.76754, 0.46228], [-1.19633, -1.03921, 2.04446], [-2.17566, 0.42359, 1.66674], [-2.76258, -1.38312, 1.25831], [-2.57692, 0.88526, -1.29363], [-2.04732, -0.50942, -2.18520], [-3.32388, -0.86984, -1.14341], [1.90593, 2.70370, 0.72144], [-1.21723, -1.55340, -0.33260]], "atomic_forces_ev_per_a": [[-0.3, 1.9, 0.6], [-1.4, -1.0, -1.4], [-2.9, 1.7, 0.1], [-0.1, -2.0, -0.5], [1.0, -1.5, 0.7], [-0.5, 4.1, 0.0], [-0.9, -3.5, -0.8], [-0.7, 0.6, 2.7], [-0.6, 1.8, -0.5], [-0.7, 0.3, -1.1], [1.3, -2.5, -0.1], [0.0, 0.5, -0.7], [0.0, -0.7, 0.2], [1.2, 1.0, 0.5], [2.2, -0.3, -0.2], [1.2, 1.0, 0.4], [-0.3, 0.2, -1.2], [-0.6, 0.4, 1.2], [-0.4, 0.5, -1.7], [0.0, -1.9, -1.1], [0.3, 1.1, 0.1], [0.0, -1.9, 0.8], [0.9, -0.2, 0.0], [0.2, 0.6, 0.8], [0.2, 0.2, 1.3], [0.9, -0.4, -0.1]], "gap_ev": 7.800, "e_above_lowest_ev": 4.771, "homo_energy_ev": -10.560, "e_tot_ha": -515.19651, "charge": 1}